1.
Density functional theory data (wB97M-V/def2-TZVPD) for the ion C7H18NSi with charge +1 in a non-equilibrium geometry.

The geometry in XYZ format:
```
27
Properties=species:S:1:pos:R:3:forces:R:3:mulliken_charge:R:1
C -0.9251 -1.1145 0.2478 0.53 2.49 -0.95 -1.03
C -1.8811 0.0018 -0.3707 1.08 -0.20 1.65 0.07
C 1.2606 0.7150 -0.1312 -1.14 0.43 2.92 0.95
C -3.3140 0.0846 0.2710 3.59 -2.82 1.95 -1.50
C 1.6245 0.8513 1.3716 1.83 -2.30 -4.88 -1.24
C 1.6212 1.7916 -1.0480 2.58 -0.32 1.95 -1.43
C 2.0474 -2.4237 -0.1216 -0.62 1.21 0.10 -1.16
N -1.1436 1.2689 -0.2385 1.59 -0.11 -1.41 -0.41
Si 0.7968 -1.0887 -0.6110 -0.54 -0.90 0.12 0.24
H -0.8086 -1.1511 1.3342 -0.16 0.32 -0.06 0.37
H -1.4024 -1.9590 -0.0577 -1.19 -3.05 -0.49 0.63
H -1.8537 -0.1938 -1.4184 -0.70 -0.38 -0.85 0.40
H -3.2384 0.4757 1.2899 0.37 -0.30 0.20 0.38
H -3.8071 -0.8917 0.3497 -0.03 0.43 -0.44 0.35
H -3.7936 0.8153 -0.1911 -2.78 2.74 -2.53 0.51
H 1.6352 1.8019 1.7261 0.15 2.75 1.06 0.42
H 2.6823 0.4650 1.1227 -0.55 0.85 0.70 0.38
H 1.3245 0.1157 2.0447 -1.17 -1.17 0.91 0.36
H 1.0761 1.6977 -1.9072 -0.93 -0.11 -2.53 0.46
H 2.7042 1.5184 -1.2015 -0.62 0.07 -0.55 0.39
H 1.7152 2.8207 -0.7132 -0.52 0.00 0.51 0.37
H 2.0040 -3.0507 0.7436 -0.18 0.13 0.81 0.38
H 2.1210 -3.0797 -0.9509 -0.17 -0.63 -0.99 0.36
H 2.9533 -1.8562 -0.1658 1.09 0.12 0.33 0.38
H -1.1735 2.0122 -0.9535 -0.52 -0.94 0.22 0.27
H -1.3789 1.6765 0.6084 -0.31 1.13 2.06 0.22
H 0.9674 -1.2481 -2.0916 -0.66 0.57 0.22 -0.11
```
Positions in Å, forces in eV/Å.

Summary:
Multiplicity ... 1
Frontier orbital gap ... 9.153 eV
E_tot ... -16909.8911 eV
Lowest unoccupied orbital energy ... -4.64 eV
Net charge ... +1

=====

2.
Density functional theory data (wB97M-V/def2-TZVPD) for a cluster of 2 separate species, C7H18O3P in total.

The geometry in XYZ format:
```
29
Properties=species:S:1:pos:R:3:forces:R:3:mulliken_charge:R:1
C 2.6559 0.3388 0.8513 -0.47 0.42 0.12 -0.83
C 1.8199 1.0363 -0.1861 0.60 -0.08 -0.73 0.80
O 1.9233 0.8196 -1.3786 -0.53 0.06 0.82 -0.58
O 0.9413 1.9135 0.3445 0.03 -0.44 -0.01 -0.35
C -0.0676 2.3960 -0.5451 -0.33 0.33 -0.19 -0.97
C -1.1591 1.3519 -0.7535 0.12 0.60 0.57 0.02
C -2.0183 1.2073 0.5170 0.52 -0.19 0.03 -0.49
C -2.5057 -0.2133 0.8537 -0.47 0.41 -0.18 -0.79
C -2.5640 -1.1868 -0.3425 0.23 -0.41 0.74 -0.69
P -1.0117 -2.1121 -0.5248 -0.14 0.46 -0.64 0.19
H 2.7095 0.9147 1.7692 0.08 0.08 0.05 0.36
H 3.6368 0.1241 0.4576 0.12 -0.06 -0.04 0.27
H 2.1683 -0.6051 1.0948 0.07 -0.14 0.00 0.10
H 0.3527 2.7239 -1.4902 0.24 -0.14 -0.05 0.39
H -0.4981 3.2654 -0.0544 0.08 0.09 0.09 0.44
H -0.6444 0.4312 -1.0292 -0.09 -0.07 -0.27 -0.12
H -1.7716 1.7168 -1.5742 -0.03 -0.35 -0.30 0.36
H -2.8608 1.8905 0.4583 -0.12 -0.01 -0.08 0.39
H -1.4153 1.5534 1.3543 -0.02 0.01 0.13 0.34
H -3.5257 -0.1474 1.2260 -0.05 -0.02 0.08 0.31
H -1.9352 -0.6321 1.6810 0.14 -0.15 -0.04 0.44
H -2.7804 -0.6972 -1.2854 -0.06 0.01 -0.13 0.43
H -3.3177 -1.9441 -0.1351 -0.12 -0.07 -0.20 0.48
H -1.1985 -3.4949 -0.5205 0.07 0.00 0.16 0.19
H -0.0785 -1.7634 0.4513 -0.03 -0.14 0.07 0.12
H -0.4010 -1.8217 -1.7468 0.10 -0.09 0.04 0.20
O 4.6115 -2.2592 0.5394 -0.12 0.09 -0.08 -0.64
H 3.9729 -2.9146 0.2469 0.06 -0.15 0.01 0.30
H 4.9615 -1.8919 -0.2790 0.13 -0.03 0.01 0.34
```
Positions in Å, forces in eV/Å.

Summary:
Multiplicity ... 1
Frontier orbital gap ... 10.017 eV
E_tot ... -22974.7193 eV
Lowest unoccupied orbital energy ... -3.43 eV
Net charge ... +1

=====

3.
Density functional theory data (wB97M-V/def2-TZVPD) for a structure of composition C7H19BCuOSi.

The geometry in XYZ format:
```
30
Properties=species:S:1:pos:R:3:forces:R:3:mulliken_charge:R:1
C -2.3210 1.5638 -3.6437 -0.09 -0.10 0.11 -0.94
C -1.6247 0.2101 -3.2826 0.43 0.31 -0.32 -0.20
O -1.5613 0.0852 -1.9052 -0.28 -0.26 0.02 -0.06
C -0.3041 -0.1856 -1.2409 0.04 0.06 0.13 -0.65
B -0.4936 -0.4251 0.3230 0.02 -0.03 -0.05 0.08
C -1.8922 -0.9086 0.7851 0.17 -0.31 0.03 -0.97
Si 1.0139 -0.0800 1.6744 -0.13 -0.01 0.07 0.48
C 1.2991 1.7613 1.8303 0.25 -0.09 0.00 -1.11
C 0.6592 -0.8690 3.3288 0.14 0.10 0.02 -1.09
C 2.7155 -0.8777 1.1541 0.41 -0.56 -0.42 -1.40
H -1.8052 1.9278 -4.5314 -0.05 0.00 -0.04 0.33
H -2.1982 2.2751 -2.8308 0.06 0.03 -0.04 0.35
H -3.3774 1.4259 -3.8466 -0.01 0.01 0.01 0.35
H -0.6399 0.0964 -3.7364 0.01 -0.04 0.08 0.40
H -2.2921 -0.5980 -3.6379 -0.11 0.02 0.18 0.32
H 0.0749 -1.1164 -1.6972 0.06 0.04 -0.04 0.42
H 0.3856 0.6072 -1.5606 -0.06 0.02 -0.10 0.52
H -2.4197 -1.4819 0.0171 -0.08 0.14 -0.03 0.37
H -1.8361 -1.5366 1.6752 -0.08 0.13 0.08 0.36
H -2.5356 -0.0564 1.0409 0.02 0.04 0.01 0.38
H 0.7464 2.1368 2.6930 -0.10 0.05 -0.10 0.37
H 1.0422 2.3538 0.9527 -0.04 0.00 0.01 0.34
H 2.3572 1.9382 2.0429 -0.03 0.06 0.01 0.35
H -0.2811 -1.4176 3.3463 0.01 -0.04 0.02 0.33
H 1.4583 -1.5486 3.6296 -0.06 -0.07 0.01 0.34
H 0.6086 -0.0963 4.0980 -0.06 0.00 0.00 0.36
H 2.5939 -1.9630 1.3553 -0.18 0.03 0.27 0.50
H 3.5074 -0.4463 1.7720 -0.07 0.01 0.16 0.44
H 2.9496 -0.7024 0.0793 -0.43 0.60 -0.24 0.48
Cu 4.1705 -2.0721 0.1152 0.28 -0.14 0.17 0.57
```
Positions in Å, forces in eV/Å.

Summary:
Multiplicity ... 2
Frontier orbital gap (spin up / spin down) ... 8.248 / 5.301 eV
E_tot ... -62788.0707 eV
<S²> ... 0.7543
Lowest unoccupied orbital energy (spin up / spin down) ... -8.22 / -11.15 eV
Net charge ... +2

=====

4.
Density functional theory data (wB97M-V/def2-TZVPD) for a structure of composition C7H19CuNNbO3 in a non-equilibrium geometry.

The geometry in XYZ format:
```
32
Properties=species:S:1:pos:R:3:forces:R:3:mulliken_charge:R:1
C 3.6120 -1.0555 1.7652 0.55 0.72 -0.23 -1.25
C 3.3692 -0.1235 0.5223 -0.91 -0.62 0.60 -0.12
C 1.9632 0.5695 0.6252 1.69 -0.35 0.18 -0.15
O 1.4156 0.6076 -0.6502 0.34 0.98 0.34 -0.30
C 0.1210 1.2531 -0.6402 -0.52 0.20 -0.46 -0.73
Nb -1.6114 -0.1141 0.0801 -1.04 0.01 -0.98 -0.31
C -2.5187 1.6246 1.2827 0.90 -0.39 0.22 -1.07
C -0.5085 -1.8542 -0.9495 0.84 0.07 1.08 -0.94
C -2.7896 0.4360 -1.8164 0.19 0.37 0.04 -0.48
O -3.9285 -0.4098 -2.1567 0.01 1.10 -0.21 -0.22
N -3.6820 -1.7300 -1.9711 -0.37 -0.42 0.66 0.32
O -4.6869 -2.2927 -1.7075 0.34 -0.20 -0.54 -0.41
H 4.4308 -1.7754 1.5893 -0.41 0.33 0.09 0.35
H 2.6904 -1.5886 2.0537 0.39 0.20 -0.40 0.35
H 3.8969 -0.4045 2.6143 -0.17 -0.49 -0.24 0.36
H 4.1726 0.6771 0.6016 0.37 0.22 -0.08 -0.07
H 3.5012 -0.6540 -0.4368 -0.27 0.22 0.41 0.48
H 2.1514 1.5835 1.0567 -0.56 -0.32 -0.18 0.39
H 1.3764 -0.0086 1.3648 -0.19 0.27 -0.53 0.07
H -0.1054 1.4798 -1.7101 0.16 -0.12 0.61 0.25
H 0.1125 2.2294 -0.0995 0.45 -0.44 -0.21 0.42
H -2.9506 -1.2463 0.6396 0.19 0.01 0.13 0.09
H -0.7000 -0.5495 1.6133 0.08 -0.18 0.18 0.04
H -3.5733 1.4426 1.5696 0.47 0.16 -0.35 0.32
H -2.3990 2.5371 0.6537 -0.27 -0.38 0.43 0.30
H -1.9312 1.7445 2.2165 -0.36 0.20 -0.43 0.31
H -0.4411 -1.7300 -2.0483 -0.23 -0.10 0.48 0.27
H 0.5391 -1.8905 -0.5569 -0.54 0.02 -0.36 0.19
H -0.9453 -2.8373 -0.6639 0.02 0.61 -0.41 0.34
H -3.2299 1.4398 -1.6114 0.05 -0.65 -0.17 0.30
H -2.0879 0.5884 -2.6693 -0.56 -0.33 0.16 0.27
Cu 4.7369 2.0513 -0.5609 -0.64 -0.67 0.16 0.61
```
Positions in Å, forces in eV/Å.

Summary:
Multiplicity ... 1
Frontier orbital gap ... 2.820 eV
E_tot ... -61374.1782 eV
Lowest unoccupied orbital energy ... -4.28 eV
Net charge ... 0

=====

The records above yield relative energy (zero: lowest compared OMol25 entry of this formula, charge and spin) values of 3.184; 0.000; 0.000; 1.861 eV, respectively.